Record 1
Molecular formula: C22H28N4O6
Method: DFT, ωB97M-V/def2-TZVPD

- HOMO-LUMO gap: 0.3141 Ha
- Structure (SMILES): CCCCn1c(N)c(N(CCOC)C(=O)c2oc3ccc(OC)cc3c2C)c(=O)[nH]c1=O
- Highest occupied orbital energy: -0.29530 Ha
- Total energy: -41515.089 eV
- ΔE to the lowest compared entry with this formula, charge and spin: 1.931 eV

Geometry (Å):
C: 5.922 1.142 0.528
C: 4.451 1.199 0.923
C: 3.834 2.543 0.544
C: 2.363 2.684 0.944
N: 1.536 1.675 0.298
C: 1.283 0.445 0.851
N: 1.638 0.195 2.147
C: 0.717 -0.554 0.101
N: 0.568 -1.851 0.655
C: 1.773 -2.667 0.669
C: 2.411 -2.754 -0.716
O: 3.094 -1.543 -0.976
C: 3.532 -1.433 -2.306
C: -0.643 -2.488 0.691
O: -0.734 -3.687 0.897
C: -1.831 -1.634 0.542
O: -1.749 -0.287 0.802
C: -2.974 0.226 0.541
C: -3.380 1.544 0.642
C: -4.690 1.840 0.316
C: -5.583 0.842 -0.102
O: -6.886 1.076 -0.435
C: -7.381 2.391 -0.371
C: -5.169 -0.479 -0.202
C: -3.855 -0.790 0.121
C: -3.086 -2.000 0.139
C: -3.575 -3.349 -0.235
C: 0.303 -0.334 -1.257
O: -0.206 -1.146 -2.003
N: 0.525 0.975 -1.681
C: 1.161 1.975 -1.005
O: 1.372 3.059 -1.501
H: 6.034 1.291 -0.544
H: 6.347 0.175 0.784
H: 6.490 1.916 1.041
H: 3.919 0.389 0.421
H: 4.363 1.045 2.001
H: 3.908 2.686 -0.535
H: 4.390 3.351 1.025
H: 2.248 2.633 2.027
H: 1.994 3.654 0.600
H: 1.751 0.972 2.775
H: 1.182 -0.613 2.540
H: 1.476 -3.662 1.006
H: 2.499 -2.230 1.360
H: 3.118 -3.596 -0.750
H: 1.631 -2.921 -1.471
H: 4.242 -2.230 -2.558
H: 4.026 -0.467 -2.393
H: 2.688 -1.478 -3.004
H: -2.698 2.317 0.958
H: -5.016 2.865 0.386
H: -8.423 2.326 -0.680
H: -7.332 2.792 0.647
H: -6.844 3.059 -1.053
H: -5.867 -1.232 -0.528
H: -2.784 -4.081 -0.100
H: -3.900 -3.349 -1.274
H: -4.427 -3.622 0.387
H: 0.246 1.196 -2.630

Calculated atomic charges, method Mulliken, unit e: -1.5983 0.7223 -0.6443 -1.4242 -0.0930 0.0249 -0.2636 0.4053 -0.1044 -1.1493 -0.7968 -0.1049 -0.8779 0.3093 -0.7125 1.2944 -0.4602 -0.2649 -1.6294 -0.3771 0.7024 -0.4515 -0.8777 -0.5512 1.2644 0.1773 -1.9117 0.5926 -0.6909 0.0461 0.2856 -0.6656 0.3324 0.4069 0.4167 -0.3863 0.2281 0.3199 0.4232 0.5288 0.5006 0.2418 0.3173 0.5951 0.2914 0.5471 0.4561 0.3209 0.2208 0.3131 0.4598 0.4084 0.2461 0.3429 0.3468 0.5303 0.3597 0.3690 0.3860 0.3018

Record 2
Molecular formula: C22H28N4O6S
Method: DFT, ωB97M-V/def2-TZVPD

- HOMO-LUMO gap: 0.3098 Ha
- Structure (SMILES): COc1cc([C@H](c2sc3nc(C)nn3c2O)N2CCC3(CC2)OCCO3)cc(OC)c1OC
- Highest occupied orbital energy: -0.28850 Ha
- Total energy: -52346.944 eV
- ΔE to the lowest compared entry with this formula, charge and spin: 2.928 eV

Geometry (Å):
C: -3.007 -2.997 -3.198
O: -2.780 -3.487 -1.901
C: -1.939 -2.794 -1.085
C: -1.252 -1.648 -1.453
C: -0.404 -1.018 -0.552
C: 0.280 0.269 -0.980
C: 1.699 0.378 -0.504
S: 2.216 0.744 1.145
C: 3.859 0.653 0.673
N: 5.060 0.774 1.195
C: 5.878 0.552 0.138
C: 7.352 0.588 0.251
N: 5.250 0.300 -1.000
N: 3.957 0.365 -0.654
C: 2.771 0.214 -1.318
O: 2.760 -0.069 -2.633
N: -0.480 1.481 -0.665
C: -1.557 1.741 -1.601
C: -2.063 3.168 -1.419
C: -2.559 3.379 0.009
C: -1.442 2.978 0.987
C: -0.984 1.554 0.693
O: -3.735 2.624 0.227
C: -4.519 3.315 1.170
C: -3.979 4.762 1.138
O: -2.940 4.730 0.185
C: -0.259 -1.541 0.720
C: -0.948 -2.683 1.117
O: -0.847 -3.204 2.383
C: 0.031 -2.595 3.297
C: -1.792 -3.334 0.208
O: -2.543 -4.448 0.444
C: -2.142 -5.378 1.424
H: -2.088 -2.982 -3.793
H: -3.445 -1.993 -3.181
H: -3.715 -3.689 -3.652
H: -1.357 -1.244 -2.446
H: 0.371 0.245 -2.073
H: 7.668 1.566 0.610
H: 7.795 0.388 -0.719
H: 7.683 -0.157 0.972
H: 3.677 -0.114 -2.940
H: -1.175 1.628 -2.619
H: -2.400 1.046 -1.455
H: -1.261 3.882 -1.601
H: -2.882 3.368 -2.110
H: -0.614 3.674 0.856
H: -1.802 3.047 2.015
H: -0.185 1.287 1.386
H: -1.831 0.866 0.849
H: -4.412 2.869 2.167
H: -5.563 3.245 0.856
H: -4.723 5.485 0.800
H: -3.595 5.069 2.119
H: 0.393 -1.049 1.421
H: -0.040 -3.192 4.206
H: -0.264 -1.565 3.519
H: 1.065 -2.609 2.938
H: -2.739 -6.269 1.233
H: -2.339 -5.016 2.436
H: -1.081 -5.626 1.333

Calculated atomic charges, method Mulliken, unit e: -0.8832 -0.4640 0.6085 -0.4758 -0.7794 -0.8196 -0.6278 -0.1398 0.7900 -0.7654 0.5498 -1.0045 -1.7452 0.9123 0.2664 -0.5074 0.2649 -0.4638 -1.2058 1.1888 -1.4966 0.1041 -0.4364 -0.4005 -0.4748 -0.5745 0.3166 0.7200 -0.4914 -0.8778 0.7987 -0.5020 -0.7784 0.3363 0.3450 0.2439 0.4712 0.9041 0.2569 0.3122 0.2571 0.3767 0.3797 0.3360 0.2524 0.4430 0.2536 0.4783 0.3048 0.2283 0.2553 0.3092 0.3447 0.2626 0.2982 0.2529 0.3260 0.3316 0.2959 0.2168 0.3211

Record 3
Molecular formula: C22H29BrClN4ORuS
Method: DFT, ωB97M-V/def2-TZVPD

- HOMO-LUMO gap (alpha / beta): 0.3086 / 0.3095 Ha
- Highest occupied orbital energy (alpha / beta): -0.51903 / -0.53073 Ha
- Spin multiplicity: 2
- Charge: +2
- Total energy: -127260.575 eV
- ΔE to the lowest compared entry with this formula, charge and spin: 1.122 eV

Geometry (Å):
Ru: 0.458 0.713 1.273
N: 0.673 2.267 2.831
C: 2.036 2.787 3.075
C: 2.951 1.621 3.387
N: 2.850 0.603 2.335
C: 3.839 0.675 1.254
C: 3.247 1.412 0.069
N: 1.933 0.806 -0.237
H: 0.056 3.035 2.581
H: 0.300 1.887 3.699
H: 2.050 3.516 3.887
H: 2.358 3.300 2.168
H: 2.647 1.164 4.333
H: 3.979 1.966 3.521
H: 2.885 -0.317 2.747
H: 4.097 -0.343 0.957
H: 4.763 1.161 1.577
H: 3.907 1.369 -0.798
H: 3.084 2.460 0.315
H: 2.058 -0.164 -0.525
H: 1.508 1.268 -1.038
O: -0.246 -0.630 -0.159
S: -0.832 -2.053 0.012
C: -0.044 -2.987 -1.268
C: 0.280 -4.302 -0.968
C: 0.859 -5.088 -1.956
C: 1.113 -4.548 -3.207
C: 0.790 -3.223 -3.488
C: 0.201 -2.432 -2.518
C: -2.499 -1.916 -0.569
C: -2.843 -1.009 -1.563
C: -4.158 -0.972 -1.994
C: -5.100 -1.834 -1.442
C: -4.739 -2.732 -0.448
C: -3.427 -2.774 0.002
H: 0.086 -4.710 0.016
H: 1.116 -6.116 -1.744
H: 1.566 -5.162 -3.974
H: 0.988 -2.816 -4.470
H: -0.071 -1.405 -2.727
H: -2.098 -0.350 -1.990
H: -4.449 -0.276 -2.769
H: -6.124 -1.801 -1.788
H: -5.477 -3.395 -0.018
H: -3.137 -3.464 0.786
Cl: -1.382 -0.076 2.762
C: 0.310 -0.726 2.685
H: 0.280 -1.788 2.461
H: 0.766 -0.537 3.655
Br: -4.169 2.811 -1.570
C: -2.367 3.131 -1.161
C: -1.684 4.198 -1.722
C: -0.357 4.384 -1.368
C: 0.232 3.499 -0.485
N: -0.423 2.459 0.050
C: -1.708 2.286 -0.284
H: -2.180 4.869 -2.410
H: 0.214 5.211 -1.766
H: 1.260 3.639 -0.175
H: -2.227 1.447 0.163

Calculated atomic charges, method Mulliken, unit e: 0.3988 -0.4270 -0.4769 -0.8488 0.0289 -0.9682 -0.4473 -0.2911 0.2506 0.3471 0.4636 0.1641 0.3897 0.3647 0.2826 0.4544 0.3255 0.4612 0.2032 0.2233 0.2783 0.2746 -0.1597 0.6878 -0.4114 -0.6387 -0.4909 -0.7786 -0.0491 0.9188 -0.2991 -0.8402 -0.5939 -0.6374 -0.3923 0.4160 0.4270 0.4226 0.4260 0.2733 0.3574 0.5674 0.4316 0.4338 0.4277 -0.0966 -0.9986 0.5177 0.4690 -0.0901 -0.4090 -0.1767 -1.0594 -0.1002 0.4322 -0.3406 0.4852 0.4696 0.2586 0.6891